[1]
Density functional theory data (ωB97M-V/def2-TZVPD) for a structure of composition C4H5NaO7 in a non-equilibrium geometry.

Computed properties:
orbital gap (alpha / beta) = 3.90 / 3.93 eV
net charge = -1
LUMO (alpha / beta) = 0.423 / 0.453 eV
2S+1 = 2
calculated total energy = -844.44629 hartree

Each line ends with the Löwdin charge.
Geometry (Å):
C  -2.268  -0.343  -0.184  -0.26
C  -1.060  0.338  0.418  -0.22
O  -3.451  0.172  0.404  -0.07
H  -2.196  -1.431  -0.026  0.12
H  -2.258  -0.155  -1.271  0.11
H  -0.092  0.154  -0.233  0.13
H  -1.190  1.429  0.375  0.11
H  -4.205  -0.335  0.094  0.07
O  -0.856  0.028  1.777  -0.05
C  -0.280  -1.190  2.122  -0.82
O  -0.279  -1.400  3.348  -0.07
O  0.150  -1.911  1.205  -0.05
O  1.884  0.323  -1.662  0.21
C  3.106  0.747  -1.613  -0.93
O  3.435  1.520  -0.681  -0.03
O  3.903  0.347  -2.496  -0.05
Na  5.658  1.706  -1.575  0.81

[2]
Density functional theory data (ωB97M-V/def2-TZVPD) for a cluster of 3 separate species, C23H38N2O8S3 in total in a non-equilibrium geometry.

Computed properties:
orbital gap = 9.50 eV
structure (SMILES) = [H]/N=C/C[C@]1(COc2ccccc2)CCS(=O)(=O)O[C@H]1NCC.O=S1(=O)CCCC1.O=S1(=O)CCCC1
energy relative to the best compared isomer or geometry (same formula, charge and spin) = 53.8 kcal/mol
LUMO = 0.484 eV
2S+1 = 1
calculated total energy = -2805.01502 hartree

Each line ends with the Löwdin charge.
Geometry (Å):
C  -1.172  -2.732  1.184  -0.06
C  -0.420  -2.465  -0.175  -0.25
N  0.962  -1.980  -0.086  -0.01
C  1.194  -0.685  0.542  -0.32
O  1.187  -0.865  1.976  -0.17
S  0.235  0.086  2.870  0.67
O  1.030  1.211  3.367  -0.31
O  -0.190  -0.673  4.051  -0.31
C  -1.238  0.758  2.053  -0.16
C  -1.053  0.756  0.462  -0.15
C  0.413  0.558  -0.042  -0.29
C  1.367  1.842  0.207  -0.09
C  0.629  3.105  0.720  -0.24
N  0.936  3.794  1.746  0.11
C  0.335  0.465  -1.641  -0.13
O  -0.630  1.380  -2.216  -0.08
C  -1.717  0.697  -2.772  -0.26
C  -1.606  -0.120  -3.982  -0.01
C  -2.758  -0.834  -4.484  -0.08
C  -4.053  -0.771  -3.828  -0.09
C  -4.203  0.067  -2.646  -0.07
C  -3.035  0.773  -2.158  -0.02
H  -1.652  -3.747  1.125  0.06
H  -2.003  -2.002  1.334  0.06
H  -0.471  -2.796  2.057  0.08
H  -0.368  -3.476  -0.696  0.08
H  -1.115  -1.866  -0.838  0.11
H  1.427  -2.055  -0.990  0.12
H  2.276  -0.460  0.297  0.17
H  -2.125  0.143  2.332  0.10
H  -1.428  1.798  2.421  0.12
H  -1.749  -0.047  0.095  0.10
H  -1.534  1.705  0.103  0.10
H  1.985  2.103  -0.684  0.12
H  2.100  1.554  1.015  0.11
H  -0.236  3.478  0.092  0.13
H  0.274  4.584  1.793  0.05
H  0.085  -0.559  -2.007  0.11
H  1.325  0.723  -2.114  0.14
H  -0.591  -0.152  -4.449  0.12
H  -2.608  -1.467  -5.390  0.10
H  -4.923  -1.346  -4.201  0.09
H  -5.175  0.178  -2.110  0.10
H  -3.163  1.411  -1.253  0.10
C  -1.870  -8.478  -1.984  -0.22
C  -0.738  -8.473  -0.952  -0.21
C  0.036  -7.163  -1.125  -0.22
S  -1.135  -5.973  -1.777  0.69
O  -0.725  -5.606  -3.110  -0.31
O  -1.423  -4.982  -0.764  -0.35
C  -2.515  -7.100  -1.897  -0.23
H  -2.593  -9.271  -1.788  0.12
H  -1.457  -8.636  -2.984  0.12
H  -1.163  -8.519  0.055  0.12
H  -0.081  -9.336  -1.069  0.12
H  0.430  -6.798  -0.178  0.11
H  0.845  -7.268  -1.848  0.11
H  -3.121  -6.852  -2.767  0.11
H  -3.107  -6.999  -0.986  0.11
C  4.279  6.288  2.827  -0.22
C  4.685  7.730  2.504  -0.22
C  3.460  8.429  1.905  -0.23
S  2.027  7.604  2.598  0.66
O  1.327  6.930  1.531  -0.33
O  1.358  8.496  3.512  -0.33
C  2.934  6.385  3.536  -0.23
H  5.023  5.787  3.448  0.12
H  4.173  5.718  1.900  0.12
H  4.986  8.239  3.425  0.12
H  5.533  7.767  1.819  0.11
H  3.429  9.485  2.168  0.10
H  3.424  8.314  0.822  0.10
H  2.385  5.443  3.549  0.10
H  3.050  6.767  4.552  0.11

[3]
Density functional theory data (ωB97M-V/def2-TZVPD) for the molecule C4H6N4O2 in a non-equilibrium geometry.

Computed properties:
orbital gap = 8.90 eV
structure (SMILES) = OCCc1nnc(O)nn1
energy relative to the best compared isomer or geometry (same formula, charge and spin) = 117.3 kcal/mol
LUMO = -1.126 eV
2S+1 = 1
calculated total energy = -525.42203 hartree

Each line ends with the Löwdin charge.
Geometry (Å):
O  2.598  -0.743  0.772  -0.09
C  2.261  0.580  0.316  -0.27
C  1.196  0.602  -0.833  -0.11
C  -0.268  0.253  -0.336  -0.28
N  -1.245  0.445  -1.264  0.09
N  -2.453  0.117  -0.872  0.11
C  -2.524  -0.361  0.397  -0.38
O  -3.812  -0.752  0.805  0.03
N  -1.562  -0.517  1.342  0.12
N  -0.353  -0.188  0.949  0.11
H  2.202  -1.368  0.153  0.07
H  3.214  0.988  -0.134  0.12
H  2.023  1.247  1.179  0.12
H  1.460  -0.200  -1.582  0.12
H  1.173  1.564  -1.398  0.12
H  -3.909  -1.668  0.507  0.11